Here is C11H13NS2 in the gas phase at a distorted geometry from the Open Molecules 2025 dataset. Energies are from wB97M-V/def2-TZVPD.

Element x y z (Å)
S1 -3.029 -1.155 -0.644
S2 1.161 1.523 1.670
N1 -2.371 1.093 0.256
C1 -0.715 -0.606 0.752
C2 -4.201 0.111 -0.919
C3 2.775 -0.129 -1.395
C4 1.196 -1.792 1.746
C5 0.398 1.532 -0.921
C6 -0.273 -1.535 1.600
C7 -1.931 -0.126 0.202
C8 -3.648 1.226 -0.303
C9 1.869 -0.341 -0.159
C10 0.867 0.611 0.147
C11 2.019 -1.458 0.519
H1 0.176 2.256 1.592
H2 1.550 -1.142 2.516
H3 3.675 -0.697 -1.450
H4 2.167 -0.339 -2.297
H5 2.976 0.894 -1.378
H6 -0.772 -2.298 2.179
H7 2.786 -2.037 0.003
H8 -4.067 2.161 -0.365
H9 1.009 2.316 -1.117
H10 1.592 -2.850 1.883
H11 0.457 0.849 -1.726
H12 -0.564 2.003 -0.832
H13 -5.102 -0.070 -1.558

The value obtained for the HOMO energy is -8.1 eV. The HOMO-LUMO gap is 8.46 eV. Its energy above the lowest of the compared OMol25 structures with the same formula, charge and spin is 97.9 kcal per mole.

---

Here is 6 unconnected molecules or ions with the total composition C11H14BCl20N3O2 from the Open Molecules 2025 dataset. Energies are from wB97M-V/def2-TZVPD.

Element x y z (Å)
Cl1 2.150 -2.592 6.204
Cl2 -3.944 4.789 0.682
Cl3 -0.873 -1.671 0.773
Cl4 -6.570 5.927 1.916
Cl5 -3.583 3.268 -1.740
Cl6 2.447 -4.070 3.745
Cl7 -4.306 1.930 0.700
Cl8 -6.890 -0.779 0.424
Cl9 -4.830 -2.792 0.275
Cl10 -6.233 3.579 -0.664
Cl11 -9.099 6.366 0.610
Cl12 -4.839 -0.590 -1.595
Cl13 -8.322 8.035 2.831
Cl14 -6.853 -2.647 -1.775
Cl15 -1.110 1.191 1.161
Cl16 1.841 -5.461 6.199
Cl17 -0.488 -0.535 3.384
Cl18 -0.154 -3.788 4.954
Cl19 -9.027 5.273 3.278
Cl20 -3.124 -0.613 2.205
O1 2.040 -0.365 -0.455
O2 4.237 -3.987 0.302
N1 4.231 -3.090 -1.891
N2 0.522 1.330 -1.854
N3 6.437 -1.123 -1.401
C1 2.653 -1.165 -2.710
C2 4.235 -3.544 -0.770
C3 1.550 -0.959 -1.652
C4 -8.252 6.402 2.161
C5 5.088 -0.588 -1.641
C6 0.410 -0.071 -2.212
C7 1.571 -3.980 5.276
C8 -5.852 -1.702 -0.669
C9 -4.529 3.393 -0.254
C10 -1.398 -0.402 1.880
C11 7.467 -0.076 -1.474
B1 4.012 -1.651 -2.068
H1 1.479 1.650 -1.910
H2 6.481 -1.476 -0.454
H3 0.194 1.497 -0.914
H4 4.690 -0.049 -0.766
H5 7.530 0.497 -0.542
H6 8.441 -0.509 -1.700
H7 5.128 0.144 -2.451
H8 2.342 -1.874 -3.477
H9 0.433 -0.136 -3.300
H10 1.144 -1.948 -1.412
H11 2.847 -0.201 -3.192
H12 7.237 0.637 -2.264
H13 2.399 -1.048 0.124
H14 -0.545 -0.471 -1.874

The value obtained for the HOMO energy is -9.0 eV. The HOMO-LUMO gap is 9.02 eV.

---

Here is a molecular structure, C11H14BCrF3N6 at a distorted geometry from the Open Molecules 2025 dataset. Energies are from wB97M-V/def2-TZVPD.

Element x y z (Å)
Cr1 -0.866 -0.370 1.065
F1 -0.206 0.847 3.567
F2 0.745 -1.149 3.537
F3 1.644 0.499 2.392
N1 1.496 -0.470 -0.965
N2 1.085 -1.041 0.221
N3 0.422 1.757 -0.594
N4 -0.761 -0.012 -1.832
N5 -0.154 1.471 0.621
N6 -1.459 -0.535 -0.714
C1 2.704 -0.948 -1.297
C2 -1.358 -2.208 1.422
C3 -0.248 2.618 1.324
C4 0.308 3.643 0.561
C5 0.707 3.063 -0.635
C6 0.431 -0.076 2.744
C7 -1.542 -0.071 -2.907
C8 -2.750 -0.665 -2.559
C9 3.084 -1.865 -0.333
C10 -2.666 -0.943 -1.189
C11 2.033 -1.904 0.601
B1 0.629 0.625 -1.636
H1 -3.579 -0.872 -3.190
H2 -3.383 -1.393 -0.516
H3 3.187 -0.572 -2.189
H4 -0.666 2.654 2.311
H5 -1.687 -2.005 2.462
H6 1.973 -2.490 1.507
H7 -1.154 0.320 -3.821
H8 0.420 4.666 0.859
H9 -0.588 -2.989 1.286
H10 1.182 3.475 -1.507
H11 -1.842 0.511 1.587
H12 4.014 -2.413 -0.295
H13 1.087 1.044 -2.644
H14 -2.243 -2.200 0.758

The value obtained for the HOMO energy (spin up / spin down) is -8.6 / -8.8 eV. As for the expectation value of S²: 6.039. The spin multiplicity is 5. The HOMO-LUMO gap (spin up / spin down) is 9.07 / 5.97 eV. Its energy above the lowest of the compared OMol25 structures with the same formula, charge and spin is 7.4 kcal per mole.

---

Here is a molecular structure, C11H14BFeN7 at a distorted geometry from the Open Molecules 2025 dataset. Energies are from wB97M-V/def2-TZVPD.

Element x y z (Å)
Fe1 -2.839 -1.105 1.674
N1 -2.590 -0.551 -1.100
N2 -1.896 1.603 -2.001
N3 -2.658 -1.437 -0.039
N4 -2.661 0.633 1.543
N5 -0.615 1.925 -1.629
N6 -2.461 1.417 0.418
N7 -0.177 -0.616 0.929
C1 -1.661 2.528 2.180
C2 -1.947 -2.556 -1.839
C3 -0.008 2.424 -2.725
C4 0.919 -0.223 0.704
C5 -2.222 -2.668 -0.480
C6 1.688 0.856 0.004
C7 -1.889 2.574 0.802
C8 -2.101 1.933 -3.302
C9 -2.225 -1.237 -2.201
C10 -2.163 1.317 2.634
C11 -0.916 2.464 -3.799
B1 -2.890 0.962 -0.990
H1 1.031 2.727 -2.711
H2 2.042 -0.337 0.791
H3 -2.144 -3.527 0.172
H4 -1.655 3.354 0.093
H5 -3.060 1.779 -3.774
H6 -1.177 3.290 2.765
H7 -1.589 -3.328 -2.495
H8 -2.212 0.918 3.640
H9 -4.014 1.260 -1.259
H10 -0.723 2.820 -4.794
H11 0.906 1.523 -0.421
H12 2.270 0.519 -0.863
H13 -2.196 -0.766 -3.173
H14 2.293 1.500 0.654

The value obtained for the HOMO energy (spin up / spin down) is -6.8 / -6.5 eV. As for the expectation value of S²: 6.082. The spin multiplicity is 5. The HOMO-LUMO gap (spin up / spin down) is 6.74 / 6.54 eV.